*1*
{"formula": "C3H11N3", "method": "ωB97M-V/def2-TZVPD", "homo_lumo_gap_ev": 9.8621, "smiles": "C=NC.NCN", "total_charge": 0, "homo_energy_ev": -8.931, "multiplicity": 1, "e_lumo_ev": 0.9, "species": ["N", "N", "N", "C", "C", "C", "H", "H", "H", "H", "H", "H", "H", "H", "H", "H", "H"], "xyz": [[3.666, -1.065, 0.192], [1.596, -0.153, 1.182], [-2.746, 1.030, -1.034], [-2.049, -0.237, -0.789], [-3.355, 1.630, -0.102], [2.199, -0.972, 0.130], [1.454, 0.816, 0.990], [2.057, -0.396, -0.921], [1.154, -0.567, 1.981], [-3.175, 1.479, 0.949], [-1.519, -0.464, -1.654], [-1.259, -0.008, -0.042], [3.719, -1.201, 1.236], [4.174, -0.162, 0.109], [1.871, -2.029, 0.209], [-4.173, 2.356, -0.246], [-2.684, -1.024, -0.420]]}

*2*
{"formula": "C3H11N3", "method": "ωB97M-V/def2-TZVPD", "homo_lumo_gap_ev": 9.3222, "smiles": "CCN(C)NN", "total_charge": 0, "homo_energy_ev": -8.230, "multiplicity": 1, "e_lumo_ev": 1.1, "species": ["N", "N", "N", "C", "C", "C", "H", "H", "H", "H", "H", "H", "H", "H", "H", "H", "H"], "xyz": [[-0.348, -0.072, 0.569], [-1.332, -0.001, -0.803], [-2.586, 0.322, -0.432], [0.593, 1.000, 0.451], [0.275, -1.446, 0.646], [1.675, 0.550, -0.464], [2.530, 0.071, -0.092], [-0.459, -2.124, 1.005], [1.145, -1.544, 1.364], [0.237, 1.966, 0.073], [-2.958, -0.320, 0.274], [0.556, -1.558, -0.362], [-2.536, 1.270, -0.261], [1.182, 1.296, 1.408], [1.238, 0.054, -1.265], [2.075, 1.482, -0.874], [-1.287, -0.946, -1.238]]}

*3*
{"formula": "C3H11N3", "method": "ωB97M-V/def2-TZVPD", "homo_lumo_gap_ev": 8.9820, "smiles": "C=CN.NCN", "total_charge": 0, "homo_energy_ev": -8.008, "multiplicity": 1, "e_lumo_ev": 1.0, "species": ["N", "N", "N", "C", "C", "C", "H", "H", "H", "H", "H", "H", "H", "H", "H", "H", "H"], "xyz": [[-1.602, -0.046, -1.613], [0.025, 1.633, -2.252], [0.589, -1.417, 1.413], [0.629, -1.079, 2.745], [-0.425, 0.265, -2.430], [1.313, -0.027, 3.232], [0.001, -1.688, 3.381], [1.131, 0.176, 4.276], [-2.461, 0.432, -1.889], [-0.043, -2.088, 1.012], [0.310, -0.453, -2.037], [-0.780, 2.232, -2.165], [2.001, 0.538, 2.624], [-0.679, -0.101, -3.434], [0.734, 1.860, -2.943], [0.703, -0.638, 0.787], [-1.444, 0.400, -0.708]]}

*3* is the most stable structure; the next one sits 105.6 kJ/mol above it.

*1*
{"formula": "C27H29FN4O3", "method": "ωB97M-V/def2-TZVPD", "homo_lumo_gap_ev": 9.3628, "smiles": "Cc1cccc(N(C(=O)CCC(=O)Nc2ccccn2)[C@@H](C(=O)NC(C)C)c2ccc(F)cc2)c1", "total_charge": 0, "homo_energy_ev": -8.823, "multiplicity": 1, "e_lumo_ev": 0.5, "species": ["F", "O", "O", "O", "N", "N", "N", "N", "C", "C", "C", "C", "C", "C", "C", "C", "C", "C", "C", "C", "C", "C", "C", "C", "C", "C", "C", "C", "C", "C", "C", "C", "C", "C", "C", "H", "H", "H", "H", "H", "H", "H", "H", "H", "H", "H", "H", "H", "H", "H", "H", "H", "H", "H", "H", "H", "H", "H", "H", "H", "H", "H", "H", "H"], "xyz": [[-6.246, 3.319, 0.128], [2.315, -0.845, 0.148], [1.015, 2.100, 0.914], [-1.809, 0.166, -2.629], [5.495, 1.557, 1.495], [3.608, 0.310, 1.620], [0.180, -0.471, -1.749], [-0.666, 0.613, 0.701], [2.539, -0.443, 1.274], [-2.486, 1.765, -0.434], [-3.341, -1.039, 2.644], [-2.653, 3.115, -0.148], [-3.915, 3.648, 0.041], [-1.351, -1.718, 0.848], [1.592, -0.728, 2.429], [4.635, 0.724, -0.578], [-0.961, 0.230, -1.762], [-5.009, 2.809, -0.063], [-4.873, 1.464, -0.350], [0.745, 0.528, 2.696], [0.812, -0.622, -4.113], [6.616, 2.068, -0.543], [0.601, -1.384, -2.805], [5.670, 1.344, -1.255], [6.479, 2.140, 0.834], [4.592, 0.867, 0.807], [-2.504, -0.056, 2.151], [-2.195, -2.708, 1.336], [-1.094, 1.204, -0.570], [-0.411, -2.514, -2.987], [-2.037, -4.122, 0.870], [-3.190, -2.354, 2.237], [0.368, 1.173, 1.367], [-1.504, -0.399, 1.248], [-3.604, 0.945, -0.531], [-1.374, -2.098, -3.270], [-3.489, -0.101, -0.764], [-3.854, -3.113, 2.623], [1.555, -1.804, -2.468], [-0.074, -3.191, -3.767], [-2.621, 0.974, 2.454], [-0.386, 2.024, -0.755], [5.736, 1.263, -2.330], [-4.120, -0.777, 3.344], [1.331, 1.267, 3.246], [-4.057, 4.694, 0.263], [1.532, 0.181, -3.970], [3.881, 0.154, -1.093], [-2.505, -4.817, 1.563], [-0.131, -0.193, -4.439], [-0.139, 0.267, 3.276], [-5.750, 0.841, -0.428], [7.434, 2.562, -1.042], [7.184, 2.689, 1.444], [3.707, 0.601, 2.584], [-0.986, -4.381, 0.764], [-0.572, -1.972, 0.145], [-1.787, 3.755, -0.068], [2.145, -1.009, 3.326], [-2.510, -4.244, -0.105], [1.181, -1.293, -4.883], [-0.528, -3.077, -2.064], [0.942, -1.554, 2.138], [0.846, -0.332, -0.999]]}

*2*
{"formula": "C27H29FN4O3", "method": "ωB97M-V/def2-TZVPD", "homo_lumo_gap_ev": 8.2360, "smiles": "O=C(CN1CCN(CC(=O)Nc2ccc(OCc3ccccc3)cc2)CC1)Nc1ccc(F)cc1", "total_charge": 0, "homo_energy_ev": -7.801, "multiplicity": 1, "e_lumo_ev": 0.4, "species": ["F", "O", "O", "O", "N", "N", "N", "N", "C", "C", "C", "C", "C", "C", "C", "C", "C", "C", "C", "C", "C", "C", "C", "C", "C", "C", "C", "C", "C", "C", "C", "C", "C", "C", "C", "H", "H", "H", "H", "H", "H", "H", "H", "H", "H", "H", "H", "H", "H", "H", "H", "H", "H", "H", "H", "H", "H", "H", "H", "H", "H", "H", "H", "H"], "xyz": [[4.427, -3.619, 0.400], [3.323, 3.988, 0.327], [-1.936, -3.264, 1.604], [-3.158, 4.225, -0.705], [-2.038, 2.558, 0.399], [-3.919, -1.909, -0.362], [-4.004, 0.881, 0.091], [-1.006, -3.440, -0.471], [-3.694, 0.351, -1.225], [-4.376, 2.280, 0.049], [4.522, 1.844, 0.222], [0.887, -3.347, 1.085], [2.601, -3.664, -1.088], [-2.053, -3.350, 0.401], [1.585, 2.379, 0.935], [1.083, 4.458, -0.157], [1.235, -3.617, -1.282], [-3.416, -3.272, -0.292], [-4.287, -1.364, 0.934], [4.932, -0.600, -1.034], [4.316, 3.174, 0.909], [0.238, 2.070, 0.927], [-3.021, -1.007, -1.061], [2.022, 3.580, 0.386], [4.207, 1.685, -1.120], [2.254, -3.392, 1.286], [0.367, -3.466, -0.201], [-0.696, 2.944, 0.383], [4.406, 0.465, -1.743], [5.255, -0.445, 0.304], [3.094, -3.555, 0.200], [-4.948, 0.000, 0.748], [-0.260, 4.150, -0.160], [-3.126, 3.150, -0.147], [5.046, 0.770, 0.930], [-3.412, -1.250, 1.593], [2.670, -3.307, 2.277], [3.279, -3.790, -1.917], [-4.989, -2.051, 1.409], [-5.100, 2.522, -0.743], [4.107, 3.017, 1.977], [-2.803, -1.425, -2.047], [-3.017, 1.037, -1.737], [-2.232, 1.637, 0.785], [2.280, 1.671, 1.356], [-4.606, 0.236, -1.834], [-4.821, 2.561, 1.008], [4.153, 0.350, -2.787], [-5.874, -0.121, 0.161], [-5.204, 0.414, 1.726], [3.801, 2.519, -1.672], [5.233, 3.769, 0.827], [-1.235, -3.516, -1.452], [-3.368, -3.669, -1.311], [0.219, -3.231, 1.921], [5.665, -1.276, 0.858], [-2.070, -0.862, -0.519], [0.837, -3.704, -2.283], [5.095, -1.551, -1.519], [-4.131, -3.862, 0.285], [-0.090, 1.130, 1.350], [-0.978, 4.833, -0.582], [5.294, 0.889, 1.976], [1.435, 5.387, -0.576]]}

*1* is the most stable structure; the next one sits 166.8 kJ/mol above it.

*1*
{"formula": "C8H6N2O", "method": "ωB97M-V/def2-TZVPD", "homo_lumo_gap_ev": 8.8827, "smiles": "O=c1nc[nH]c2ccccc12", "total_charge": 0, "homo_energy_ev": -8.920, "multiplicity": 1, "e_lumo_ev": 0.0, "species": ["O", "N", "N", "C", "C", "C", "C", "C", "C", "C", "C", "H", "H", "H", "H", "H", "H"], "xyz": [[2.118, 2.299, -0.420], [2.736, 0.113, 0.186], [1.064, -1.622, -0.146], [1.730, 1.117, -0.131], [-0.001, -0.760, -0.140], [-2.319, -0.043, -0.163], [2.358, -1.091, 0.168], [-1.337, -1.080, -0.264], [-1.982, 1.283, 0.250], [0.408, 0.636, -0.107], [-0.608, 1.544, 0.148], [-3.352, -0.348, -0.150], [-1.609, -2.114, -0.371], [0.653, -2.628, -0.098], [3.174, -1.892, 0.500], [-2.696, 1.990, 0.355], [-0.336, 2.595, 0.383]]}

*2*
{"formula": "C8H6N2O", "method": "ωB97M-V/def2-TZVPD", "homo_lumo_gap_ev": 9.2977, "smiles": "c1ccc(-c2ncco2)nc1", "total_charge": 0, "homo_energy_ev": -9.016, "multiplicity": 1, "e_lumo_ev": 0.3, "species": ["O", "N", "N", "C", "C", "C", "C", "C", "C", "C", "C", "H", "H", "H", "H", "H", "H"], "xyz": [[1.918, 0.709, 0.765], [1.979, -0.986, -0.677], [-0.941, -1.313, 0.389], [-0.251, -0.127, -0.011], [-3.003, -0.145, 0.054], [-2.227, -1.266, 0.343], [-2.368, 1.079, -0.305], [3.217, 0.413, 0.487], [-0.956, 1.031, -0.320], [1.199, -0.205, -0.044], [3.208, -0.582, -0.425], [-2.778, -2.231, 0.664], [-2.681, 1.935, -0.533], [3.875, 0.985, 1.017], [4.208, -1.223, -0.899], [-0.406, 1.936, -0.737], [-3.993, -0.011, 0.231]]}

*1* is the most stable structure; the next one sits 150.2 kJ/mol above it.